(1)
ORCA calculation (ωB97M-V with the def2-TZVPD basis set) on C3H4OS2 in the gas phase in a non-equilibrium geometry.

Computed properties:
- HOMO energy (eV) = -8.90
- energy relative to the best compared isomer or geometry (same formula, charge and spin) (kJ/mol) = 75.2
- gap between HOMO and LUMO (eV) = 9.28

```
10
Properties=species:S:1:pos:R:3:nbo_charge:R:1
S 1.2394 -2.6193 -1.4373 0.00
C 0.6394 -1.2624 -0.7955 0.02
O -0.4568 -0.5141 -1.0981 -0.50
C -0.9332 0.3142 0.0013 -0.08
C 0.2781 0.8951 0.6425 -0.57
S 1.4117 -0.4873 0.6550 0.26
H -1.5577 1.0783 -0.4918 0.21
H -1.4156 -0.2602 0.7469 0.19
H 0.6481 1.7465 0.1030 0.22
H 0.1465 1.1092 1.6741 0.24
```

***

(2)
ORCA calculation (ωB97M-V with the def2-TZVPD basis set) on C6H8 in the gas phase.

Computed properties:
- HOMO energy (spin up / spin down) (eV) = -7.53 / -7.53
- energy relative to the best compared isomer or geometry (same formula, charge and spin) (kJ/mol) = 514.9
- gap between HOMO and LUMO (spin up / spin down) (eV) = 7.76 / 7.76

```
14
Properties=species:S:1:pos:R:3:nbo_charge:R:1
C 0.1178 -1.1778 -1.4018 -0.35
C -0.0342 0.9565 -0.6393 -0.14
C -1.1442 1.0581 0.1504 -0.46
C -0.0780 0.2447 1.8474 -0.18
C 0.7204 -0.5730 1.3297 -0.31
C 0.7467 -0.2869 -0.5459 -0.31
H -0.9646 -1.2050 -1.4664 0.19
H 0.6633 -1.9035 -2.0027 0.19
H 0.3743 1.7939 -1.1977 0.22
H -1.7357 0.1701 0.3642 0.23
H -1.6961 1.9951 0.2139 0.21
H -0.5559 0.7523 2.6633 0.23
H 1.4282 -1.3395 1.5984 0.24
H 1.8237 -0.1849 -0.6891 0.24
```

***

(3)
ORCA calculation (ωB97M-V with the def2-TZVPD basis set) on a molecular structure, C26H23N3OPSTl.

Computed properties:
- total charge = +2
- HOMO energy (eV) = -14.89
- energy relative to the best compared isomer or geometry (same formula, charge and spin) (kJ/mol) = 63.0
- gap between HOMO and LUMO (eV) = 7.28

```
56
Properties=species:S:1:pos:R:3:lowdin_charge:R:1
Tl 1.4783 -0.9070 -0.4566 0.92
O -0.2043 -0.4773 -2.6936 -0.06
N -1.0051 -1.1479 -1.7972 -0.18
C -1.7111 -2.1507 -2.1067 -0.03
C -2.3383 -2.7511 -0.9257 -0.19
C -3.2136 -3.8157 -1.0223 0.01
C -3.7525 -4.3774 0.1331 -0.01
C -3.4032 -3.8811 1.3759 -0.02
C -2.5089 -2.8179 1.4845 -0.03
C -1.9796 -2.2418 0.3381 -0.24
P -0.8771 -0.8204 0.5002 1.01
C -1.5921 0.7945 0.1672 -0.36
C -2.8267 0.9216 -0.4617 -0.05
C -3.3697 2.1836 -0.6445 -0.04
C -2.6790 3.3087 -0.2144 -0.03
C -1.4455 3.1806 0.4135 -0.05
C -0.9031 1.9218 0.6145 -0.12
C -0.4182 -0.7659 2.2540 -0.41
C -1.1324 -0.0023 3.1764 -0.07
C -0.7763 -0.0331 4.5165 -0.03
C 0.2854 -0.8191 4.9437 -0.03
C 0.9932 -1.5933 4.0340 -0.04
C 0.6374 -1.5681 2.6936 -0.12
H 0.1062 -1.1308 -3.3624 0.08
H -1.8194 -2.5512 -3.1115 0.16
H -3.4760 -4.2109 -1.9954 0.13
H -4.4379 -5.2099 0.0545 0.13
H -3.8120 -4.3241 2.2734 0.13
H -2.2323 -2.4528 2.4637 0.11
H -3.3697 0.0467 -0.7969 0.12
H -4.3342 2.2885 -1.1219 0.12
H -3.1078 4.2909 -0.3600 0.12
H -0.9179 4.0582 0.7620 0.12
H 0.0389 1.8193 1.1436 0.11
H -1.9562 0.6196 2.8495 0.12
H -1.3284 0.5636 5.2299 0.12
H 0.5593 -0.8314 5.9900 0.12
H 1.8104 -2.2184 4.3667 0.12
H 1.1632 -2.2357 2.0138 0.08
C 4.8757 4.2793 -2.4919 -0.01
C 4.0949 3.1097 -1.9889 -0.21
C 4.7397 1.9760 -1.4892 0.02
C 4.0033 0.9013 -1.0540 -0.11
N 2.6585 0.9063 -1.0791 -0.10
C 2.0163 1.9871 -1.5583 -0.10
C 2.7004 3.0901 -2.0147 0.02
H 5.6366 4.5733 -1.7690 0.10
H 4.2355 5.1324 -2.7012 0.09
H 5.3959 4.0059 -3.4123 0.11
H 5.8195 1.9286 -1.4468 0.14
H 4.4854 0.0051 -0.6851 0.11
H 0.9346 1.9467 -1.5777 0.11
H 2.1435 3.9350 -2.3960 0.13
S 3.0164 -2.7509 -1.2035 0.65
C 1.9415 -2.8572 -2.5024 -0.80
N 1.1586 -2.8304 -3.3510 0.11
```

***

(4)
ORCA calculation (ωB97M-V with the def2-TZVPD basis set) on C5H8O in the gas phase in a non-equilibrium geometry.

Computed properties:
- HOMO energy (eV) = -8.73
- energy relative to the best compared isomer or geometry (same formula, charge and spin) (kJ/mol) = 239.1
- gap between HOMO and LUMO (eV) = 9.26

```
14
Properties=species:S:1:pos:R:3:nbo_charge:R:1
C -1.3425 1.0286 -0.2255 -0.32
C -0.4468 0.1158 0.2335 -0.13
C -0.7951 -1.3627 0.2543 -0.64
C 0.9981 0.4113 0.1529 0.29
C 1.7775 0.2728 -0.9255 -0.54
O 1.3683 0.7540 1.4051 -0.65
H -1.0226 1.9956 -0.6017 0.21
H -2.4118 0.8463 -0.1897 0.20
H -1.6847 -1.5225 0.8706 0.22
H 0.0200 -1.9543 0.6812 0.22
H -0.9859 -1.7368 -0.7550 0.23
H 1.3707 -0.0653 -1.8705 0.21
H 2.8190 0.5674 -0.8690 0.21
H 0.3358 0.6497 1.8394 0.49
```

***

(5)
ORCA calculation (ωB97M-V with the def2-TZVPD basis set) on C5H4 in the gas phase in a non-equilibrium geometry.

Computed properties:
- HOMO energy (eV) = -10.09
- energy relative to the best compared isomer or geometry (same formula, charge and spin) (kJ/mol) = 246.1
- gap between HOMO and LUMO (eV) = 8.33

```
9
Properties=species:S:1:pos:R:3:nbo_charge:R:1
C 0.4359 -1.0741 1.3876 -0.46
C -0.0369 -1.6654 2.3585 0.11
C 0.7911 -0.6254 0.1352 0.05
C 0.3828 0.6013 -0.6082 -0.27
C -0.9419 0.9311 -0.5917 -0.28
H 1.4027 -1.2601 -0.5471 0.22
H 1.1294 1.1201 -1.0808 0.22
H -1.6093 1.6667 -1.0454 0.22
H -1.5539 0.3057 -0.0080 0.20
```

***

- Which value of energy relative to the best compared isomer or geometry (same formula, charge and spin) does entry 2 give?
  514.9 kJ/mol

***

- energy relative to the best compared isomer or geometry (same formula, charge and spin) of number 1 (C3H4OS2)?
  75.2 kJ/mol

***

- energy relative to the best compared isomer or geometry (same formula, charge and spin) of number 2 (C6H8)?
  514.9 kJ/mol